[1]
Computed, not measured: an isolated molecule of C18H21N3O2S, with wB97M-V/def2-TZVPD.

Multiplicity: 1
Energy above the lowest of the compared OMol25 structures with the same formula, charge and spin in kJ/mol: 34.38
HOMO level in eV: -8.3026
Lowest unoccupied orbital energy in eV: 0.4
Frontier orbital gap in eV: 8.7
Net charge: 0
SMILES: Cc1cc(N2C[C@H](C(=O)Nc3nccs3)CC2=O)ccc1C(C)C

The geometry in XYZ format:
```
45
C18H21N3O2S | the OMol25 dataset | wB97M-V/def2-TZVPD
C 3.956 1.034 1.750
C 2.895 0.565 0.797
C 1.649 1.173 0.850
C 0.616 0.800 -0.003
N -0.642 1.419 0.071
C -1.811 0.795 -0.515
C -2.996 1.549 0.116
C -4.167 1.615 -0.840
O -4.340 2.529 -1.611
N -5.060 0.570 -0.849
C -5.194 -0.606 -0.162
N -6.215 -1.366 -0.372
C -6.179 -2.489 0.382
C -5.103 -2.613 1.195
S -4.061 -1.249 1.021
C -2.393 2.922 0.394
C -0.908 2.657 0.581
O -0.119 3.419 1.086
C 0.849 -0.217 -0.924
C 2.087 -0.828 -0.971
C 3.125 -0.460 -0.125
C 4.456 -1.169 -0.233
C 5.073 -0.956 -1.618
C 4.301 -2.662 0.069
H 4.281 0.223 2.402
H 3.571 1.839 2.371
H 4.824 1.407 1.210
H 1.479 1.964 1.560
H -1.817 0.931 -1.605
H -1.825 -0.273 -0.287
H -3.291 1.072 1.054
H -5.819 0.703 -1.514
H -6.983 -3.195 0.291
H -4.853 -3.397 1.879
H -2.528 3.577 -0.471
H -2.812 3.420 1.266
H 0.082 -0.532 -1.614
H 2.242 -1.613 -1.695
H 5.145 -0.752 0.505
H 6.060 -1.411 -1.663
H 4.455 -1.401 -2.394
H 5.172 0.107 -1.827
H 3.664 -3.146 -0.666
H 3.858 -2.804 1.053
H 5.273 -3.151 0.053
```

---

[2]
Computed, not measured: a structure of composition C18H21N4O3SSn, with wB97M-V/def2-TZVPD.

Multiplicity: 1
Energy above the lowest of the compared OMol25 structures with the same formula, charge and spin in kJ/mol: 71.39
HOMO level (spin up / spin down) in eV: -16.6494 / -16.5144
Lowest unoccupied orbital energy (spin up / spin down) in eV: -12.9 / -12.9
Frontier orbital gap (spin up / spin down) in eV: 3.7 / 3.6
Net charge: +3

The geometry in XYZ format:
```
48
C18H21N4O3SSn | the OMol25 dataset | wB97M-V/def2-TZVPD
Sn 0.168 -2.076 2.558
O -0.231 0.881 5.235
C 0.444 0.248 4.520
N 1.076 -0.545 3.812
C 3.411 -3.464 -0.353
N 3.960 -2.990 0.916
C 3.154 -2.175 1.680
N 3.489 -1.901 2.930
O 2.003 -1.779 1.268
H 4.194 -3.942 -1.004
H 2.905 -2.623 -0.802
H 2.676 -4.249 -0.135
H 4.891 -3.305 1.229
H 4.422 -2.231 3.331
H 2.862 -1.186 3.380
O -0.875 -0.533 1.388
S -1.250 0.398 0.244
C -2.428 -0.756 -0.699
C -3.138 0.036 -1.744
C -3.061 -0.347 -3.075
C -3.565 0.554 -4.018
C -4.165 1.787 -3.676
C -4.336 2.073 -2.308
C -3.785 1.253 -1.397
C 0.212 0.340 -1.102
C 0.945 1.575 -0.878
C 1.868 1.730 0.139
C 2.528 2.963 0.268
C 2.195 3.981 -0.621
C 1.143 3.974 -1.496
C 0.507 2.739 -1.689
H -3.084 -1.312 0.013
H -1.944 -1.593 -1.228
H -2.485 -1.266 -3.327
H -3.598 0.254 -5.074
H -4.508 2.556 -4.378
H -4.669 3.092 -2.034
H -3.893 1.386 -0.272
H -0.421 0.490 -1.979
H 0.805 -0.591 -1.001
H 2.008 0.944 0.916
H 3.304 3.190 0.986
H 2.799 4.943 -0.455
H 0.783 4.917 -1.951
H -0.280 2.617 -2.434
N -2.329 -3.476 4.827
C -1.719 -3.212 3.880
H -2.986 -3.369 5.608
```

---

[3]
Computed, not measured: a cluster of 3 separate species, C18H21N4O7S in total, with wB97M-V/def2-TZVPD.

Multiplicity: 1
HOMO level in eV: -12.4200
Lowest unoccupied orbital energy in eV: -3.2
Frontier orbital gap in eV: 9.3
Net charge: +1

The geometry in XYZ format:
```
51
C18H21N4O7S | the OMol25 dataset | wB97M-V/def2-TZVPD
O -4.136 1.174 -2.542
S -3.209 0.114 -2.421
O -3.199 -0.598 -1.186
O -3.468 -0.947 -3.572
C -1.538 0.694 -2.718
C -1.410 2.227 -2.636
C -0.969 2.725 -1.266
N 0.321 2.173 -0.817
C 1.324 1.640 -1.596
C 2.280 1.239 -0.745
N 1.843 1.554 0.504
C 0.648 2.127 0.454
H -3.030 -1.775 -3.327
H -0.906 0.211 -1.974
H -1.157 0.373 -3.685
H -2.358 2.694 -2.898
H -0.679 2.555 -3.376
H -0.937 3.812 -1.225
H -1.747 2.433 -0.558
H 1.265 1.564 -2.662
H 3.192 0.751 -1.059
H 2.391 1.355 1.327
H 0.041 2.488 1.262
C -3.376 -0.193 5.303
C -2.555 -0.194 4.182
C -2.102 1.003 3.655
C -2.476 2.191 4.262
C -3.299 2.207 5.374
C -3.750 1.005 5.894
N -1.986 3.467 3.726
O -1.271 3.444 2.729
O -2.309 4.479 4.294
H -3.724 -1.131 5.716
H -2.267 -1.129 3.722
H -1.465 1.000 2.783
H -3.589 3.139 5.837
H -4.391 1.003 6.764
C 3.373 -5.348 -1.318
C 4.200 -5.236 -2.427
C 4.552 -3.985 -2.907
C 4.071 -2.859 -2.262
C 3.240 -2.955 -1.159
C 2.890 -4.209 -0.687
N 4.464 -1.535 -2.758
O 5.172 -1.482 -3.731
O 4.054 -0.548 -2.155
H 3.104 -6.327 -0.943
H 4.573 -6.124 -2.918
H 5.196 -3.899 -3.770
H 2.866 -2.070 -0.665
H 2.244 -4.299 0.176
```

---

[4]
Computed, not measured: a structure of composition C18H22BCl5N4S2Se2Tc, with wB97M-V/def2-TZVPD.

Multiplicity: 2
Energy above the lowest of the compared OMol25 structures with the same formula, charge and spin in kJ/mol: 0.00
HOMO level (spin up / spin down) in eV: -13.9649 / -14.0365
Lowest unoccupied orbital energy (spin up / spin down) in eV: -6.9 / -7.6
Frontier orbital gap (spin up / spin down) in eV: 7.1 / 6.4
Net charge: +2
Expectation value of S²: 0.760

The geometry in XYZ format:
```
55
C18H22BCl5N4S2Se2Tc | the OMol25 dataset | wB97M-V/def2-TZVPD
Tc 0.199 -0.314 0.768
C -1.185 4.675 2.090
N 0.052 3.963 2.367
C 1.055 4.425 3.180
C 2.051 3.506 3.132
N 1.643 2.471 2.327
B 2.512 1.259 1.913
N 2.676 0.158 3.007
C 3.303 0.280 4.232
C 3.358 -0.954 4.789
N 2.789 -1.831 3.893
C 2.701 -3.271 4.056
C 2.406 -1.147 2.813
S 1.853 -1.862 1.326
C 0.443 2.786 1.853
S -0.433 1.976 0.597
H -1.947 4.406 2.822
H -1.529 4.433 1.088
H -0.988 5.742 2.149
H 0.988 5.371 3.687
H 3.021 3.521 3.592
H 3.588 1.681 1.650
H 1.913 0.728 0.945
H 3.658 1.221 4.608
H 3.764 -1.283 5.728
H 2.967 -3.508 5.082
H 3.392 -3.764 3.374
H 1.682 -3.599 3.851
C -0.693 0.977 4.089
Se -0.690 -0.701 3.108
C -2.640 -0.805 2.911
C -3.150 0.045 1.771
Se -2.296 -0.611 0.149
C -2.899 0.733 -1.110
H -1.129 0.757 5.061
H -1.280 1.724 3.561
H 0.331 1.310 4.214
H -3.048 -0.486 3.871
H -2.873 -1.861 2.767
H -2.908 1.103 1.877
H -4.227 -0.078 1.642
H -2.594 1.732 -0.812
H -3.983 0.651 -1.142
H -2.483 0.471 -2.082
Cl -1.065 -3.771 1.337
C -0.459 -3.330 -0.216
C 0.000 -2.042 -0.430
C 0.429 -1.707 -1.685
Cl 0.965 -0.042 -1.750
C 0.446 -2.578 -2.760
Cl 1.012 -2.053 -4.285
C -0.018 -3.884 -2.535
Cl -0.023 -5.004 -3.820
C -0.474 -4.255 -1.266
Cl -1.048 -5.842 -1.000
```

---

> Number 1 is which compound?

C18H21N3O2S